Entry i
187
Properties=species:S:1:pos:R:3 method="wB97M-V/def2-TZVPD" smiles=COC[C@H](C)N.COC[C@H](C)N.COC[C@H](C)N.COC[C@H](C)N.COC[C@H](C)N.COC[C@H](C)N.COC[C@H](C)N.COC[C@H](C)N.COC[C@H](C)N.COC[C@H](C)N.COC[C@H](C)N orbital_gap_ha=0.34631 homo_energy_ha=-0.3280
C -1.737 -7.140 2.494
C -2.222 -6.078 1.496
C -3.261 -5.155 2.142
O -3.560 -4.154 1.219
C -4.958 -3.907 1.010
N -1.038 -5.305 0.993
H -2.626 -7.686 2.899
H -1.245 -6.610 3.307
H -1.042 -7.890 2.077
H -2.697 -6.380 0.546
H -2.880 -4.699 3.108
H -4.084 -5.785 2.446
H -5.467 -4.827 0.663
H -5.071 -3.148 0.285
H -5.511 -3.630 1.926
H -1.404 -4.493 0.478
H -0.518 -4.917 1.786
C 2.803 5.141 2.910
C 4.273 5.376 3.218
C 4.510 6.855 3.312
O 5.837 7.089 3.585
C 6.079 8.472 3.666
N 4.723 4.659 4.515
H 2.667 4.051 2.937
H 2.530 5.451 1.871
H 2.059 5.588 3.593
H 4.957 5.026 2.426
H 3.898 7.399 4.068
H 4.220 7.230 2.344
H 5.908 8.988 2.742
H 7.099 8.606 4.022
H 5.349 8.935 4.345
H 4.262 5.080 5.308
H 5.691 4.964 4.648
C 0.891 2.348 -0.052
C 0.772 0.988 -0.669
C -0.528 0.336 -0.125
O -0.419 -1.037 -0.393
C -1.530 -1.521 -1.023
N 0.882 0.935 -2.145
H 0.032 3.026 -0.193
H 1.837 2.796 -0.417
H 1.017 2.207 1.031
H 1.684 0.537 -0.181
H -1.387 0.738 -0.669
H -0.646 0.569 0.948
H -1.466 -2.609 -0.857
H -1.501 -1.313 -2.085
H -2.491 -1.185 -0.631
H -0.058 1.270 -2.494
H 0.863 -0.042 -2.473
C -0.842 4.614 -2.934
C -2.127 3.794 -2.697
C -3.366 4.437 -3.280
O -4.468 3.658 -2.894
C -5.644 4.119 -3.518
N -1.931 2.373 -3.160
H -0.504 4.565 -3.968
H -0.100 4.137 -2.322
H -1.079 5.626 -2.624
H -2.156 3.791 -1.571
H -3.276 4.316 -4.394
H -3.595 5.487 -2.998
H -6.522 3.540 -3.221
H -5.517 4.054 -4.609
H -5.868 5.169 -3.293
H -2.809 1.870 -3.324
H -1.528 2.469 -4.100
C -1.923 0.041 -6.076
C -0.615 0.163 -5.240
C 0.405 -0.896 -5.576
O 0.008 -1.983 -4.746
C 0.890 -3.087 -4.806
N 0.005 1.504 -5.427
H -2.328 -0.972 -5.986
H -1.777 0.359 -7.105
H -2.712 0.719 -5.687
H -0.884 0.062 -4.182
H 1.438 -0.650 -5.290
H 0.323 -1.190 -6.619
H 1.960 -2.822 -4.617
H 0.836 -3.557 -5.803
H 0.608 -3.737 -3.989
H 0.215 1.572 -6.417
H 0.875 1.501 -4.904
C -0.759 2.969 4.069
C -1.881 3.987 3.825
C -1.146 5.245 3.469
O -1.787 6.468 3.889
C -2.955 6.658 3.141
N -2.787 3.569 2.733
H -0.080 3.387 4.836
H -0.281 2.811 3.061
H -1.149 1.992 4.411
H -2.461 4.230 4.719
H -0.921 5.270 2.396
H -0.178 5.304 3.995
H -2.846 6.474 2.069
H -3.315 7.703 3.338
H -3.712 5.935 3.490
H -3.367 2.769 3.070
H -2.283 3.173 1.949
C -0.197 -2.367 2.795
C 0.824 -3.359 3.302
C 1.923 -2.636 3.983
O 2.917 -3.468 4.504
C 3.863 -2.721 5.208
N 0.286 -4.388 4.190
H -0.457 -1.756 3.669
H -1.091 -2.840 2.396
H 0.168 -1.685 2.017
H 1.259 -3.922 2.487
H 1.416 -2.130 4.834
H 2.340 -1.862 3.295
H 4.285 -2.015 4.492
H 4.607 -3.378 5.662
H 3.355 -2.170 6.008
H -0.232 -3.861 4.883
H 1.048 -4.795 4.716
C -2.976 -5.798 -4.562
C -2.540 -5.098 -3.268
C -3.714 -4.422 -2.537
O -4.547 -3.566 -3.357
C -3.944 -2.309 -3.553
N -2.000 -6.121 -2.344
H -3.780 -6.498 -4.301
H -2.198 -6.425 -5.003
H -3.324 -5.036 -5.262
H -1.805 -4.320 -3.541
H -3.314 -3.835 -1.681
H -4.413 -5.149 -2.157
H -2.898 -2.360 -3.957
H -3.958 -1.746 -2.590
H -4.518 -1.750 -4.296
H -1.423 -5.739 -1.613
H -1.386 -6.753 -2.877
C -3.747 -1.005 6.973
C -3.488 -0.021 5.869
C -3.687 -0.568 4.532
O -3.572 0.433 3.547
C -3.584 -0.059 2.237
N -4.243 1.266 6.077
H -4.833 -1.111 7.085
H -3.410 -0.377 7.821
H -3.195 -1.927 6.777
H -2.401 0.178 6.024
H -4.781 -0.862 4.559
H -3.026 -1.460 4.240
H -2.746 -0.760 2.084
H -3.539 0.801 1.542
H -4.540 -0.580 2.071
H -4.188 1.750 5.171
H -5.228 0.992 6.078
C 5.100 -5.166 -1.828
C 4.757 -4.451 -3.119
C 3.873 -3.276 -2.688
O 2.645 -3.807 -2.438
C 1.814 -2.922 -1.707
N 5.876 -4.036 -3.972
H 5.755 -4.552 -1.219
H 5.544 -6.161 -1.971
H 4.185 -5.349 -1.248
H 4.134 -5.025 -3.821
H 3.882 -2.482 -3.462
H 4.303 -2.829 -1.765
H 2.462 -2.353 -1.043
H 1.131 -3.549 -1.119
H 1.235 -2.312 -2.399
H 6.513 -3.480 -3.368
H 6.491 -4.826 -4.123
C 4.648 0.577 -1.651
C 5.655 1.503 -2.408
C 5.008 2.891 -2.453
O 3.836 2.740 -3.289
C 2.944 3.826 -3.254
N 6.949 1.450 -1.706
H 4.931 -0.479 -1.753
H 3.636 0.819 -1.994
H 4.676 0.810 -0.589
H 5.776 1.122 -3.454
H 5.736 3.590 -2.853
H 4.764 3.242 -1.437
H 3.429 4.777 -3.512
H 2.456 3.935 -2.289
H 2.150 3.603 -3.982
H 7.017 2.233 -1.050
H 7.738 1.392 -2.303

Entry ii
187
Properties=species:S:1:pos:R:3 method="wB97M-V/def2-TZVPD" smiles=COC[C@H](C)N.COC[C@H](C)N.COC[C@H](C)N.COC[C@H](C)N.COC[C@H](C)N.COC[C@H](C)N.COC[C@H](C)N.COC[C@H](C)N.COC[C@H](C)N.COC[C@H](C)N.COC[C@H](C)N orbital_gap_ha=0.34434 homo_energy_ha=-0.3203
C -1.921 -3.769 1.556
C -1.652 -5.164 2.050
C -1.420 -6.082 0.833
O -1.373 -7.415 1.193
C -1.194 -8.227 0.055
N -0.461 -5.141 2.979
H -2.906 -3.726 1.083
H -1.054 -3.336 1.029
H -2.103 -3.153 2.442
H -2.579 -5.537 2.524
H -0.415 -5.782 0.453
H -2.176 -5.906 0.015
H -2.031 -8.130 -0.663
H -1.159 -9.233 0.380
H -0.315 -7.852 -0.552
H -0.970 -4.845 3.818
H -0.313 -6.150 3.138
C -5.646 2.262 -1.330
C -6.574 1.081 -1.372
C -5.945 -0.171 -0.778
O -4.602 -0.407 -1.245
C -4.249 -1.671 -0.798
N -7.810 1.478 -0.722
H -4.679 2.196 -1.879
H -5.344 2.354 -0.244
H -6.045 3.225 -1.694
H -6.861 0.818 -2.391
H -6.616 -1.003 -0.979
H -5.825 0.012 0.265
H -3.137 -1.746 -0.896
H -4.714 -2.411 -1.433
H -4.437 -1.879 0.249
H -8.585 0.933 -1.026
H -7.737 1.512 0.317
C 4.138 -2.505 -4.720
C 3.426 -1.148 -4.772
C 3.878 -0.297 -3.622
O 3.256 1.003 -3.775
C 3.478 1.948 -2.718
N 3.828 -0.502 -6.034
H 3.987 -3.055 -5.689
H 3.848 -3.187 -3.962
H 5.225 -2.356 -4.656
H 2.363 -1.283 -4.657
H 4.974 -0.262 -3.737
H 3.721 -0.781 -2.641
H 2.654 1.862 -1.979
H 3.516 2.974 -3.175
H 4.425 1.650 -2.170
H 4.736 -0.877 -6.273
H 3.814 0.522 -5.988
C 7.301 -0.172 3.053
C 6.134 -1.082 2.816
C 5.401 -1.379 4.086
O 4.428 -2.501 3.953
C 5.019 -3.735 4.319
N 5.222 -0.433 1.819
H 7.666 0.350 2.125
H 8.062 -0.745 3.518
H 7.053 0.652 3.742
H 6.414 -2.143 2.501
H 4.743 -0.515 4.257
H 6.032 -1.484 4.948
H 5.700 -3.964 3.445
H 4.212 -4.479 4.394
H 5.507 -3.686 5.306
H 5.633 -0.229 0.933
H 4.348 -0.964 1.664
C -0.768 -0.777 6.586
C -1.728 -1.686 5.739
C -2.256 -0.750 4.677
O -2.885 0.420 5.154
C -3.014 1.425 4.191
N -1.146 -2.937 5.124
H -1.278 -0.043 7.170
H -0.247 -0.162 5.871
H -0.065 -1.396 7.166
H -2.536 -2.023 6.430
H -3.011 -1.314 4.117
H -1.485 -0.456 3.942
H -3.368 1.107 3.215
H -1.994 1.811 3.956
H -3.685 2.222 4.592
H -0.876 -3.627 5.821
H -0.201 -2.687 4.732
C -4.393 -0.643 -4.832
C -5.398 0.353 -5.493
C -4.734 1.310 -6.524
O -3.851 2.140 -5.871
C -4.352 3.025 -4.856
N -6.474 -0.513 -6.121
H -3.668 -0.157 -4.207
H -3.750 -1.176 -5.579
H -4.938 -1.399 -4.247
H -5.952 0.880 -4.740
H -5.548 1.843 -7.028
H -4.215 0.660 -7.196
H -4.318 2.508 -3.907
H -5.401 3.254 -5.038
H -3.771 3.913 -4.950
H -6.139 -1.093 -6.873
H -7.145 0.070 -6.627
C 2.795 -5.073 0.985
C 2.438 -3.593 0.797
C 1.363 -3.530 -0.303
O 1.769 -4.359 -1.417
C 0.691 -4.550 -2.329
N 1.937 -2.883 2.036
H 1.856 -5.686 1.053
H 3.385 -5.153 1.921
H 3.372 -5.489 0.128
H 3.362 -3.111 0.431
H 1.173 -2.555 -0.676
H 0.451 -3.881 0.094
H 0.192 -3.609 -2.543
H -0.057 -5.327 -1.961
H 0.983 -4.900 -3.317
H 1.306 -3.509 2.511
H 2.662 -2.705 2.694
C 1.811 3.734 0.001
C 2.097 5.295 0.226
C 0.809 6.065 0.499
O 0.169 5.396 1.677
C -0.558 6.326 2.411
N 3.011 5.361 1.335
H 1.199 3.582 -0.907
H 1.216 3.381 0.873
H 2.846 3.384 -0.132
H 2.508 5.627 -0.746
H 0.199 6.138 -0.373
H 1.052 7.099 0.776
H -1.215 6.878 1.720
H 0.135 7.059 2.863
H -1.241 5.852 3.125
H 2.733 4.688 2.068
H 2.998 6.263 1.801
C -1.244 0.333 0.971
C -0.361 -0.371 -0.031
C -0.583 0.071 -1.491
O 0.100 -0.860 -2.348
C -0.223 -0.563 -3.689
N 1.080 -0.124 0.333
H -2.309 0.247 0.627
H -0.918 1.389 1.083
H -1.133 -0.060 1.971
H -0.648 -1.445 0.059
H -0.236 1.115 -1.641
H -1.655 0.131 -1.745
H 0.241 0.420 -3.943
H -1.310 -0.563 -3.937
H 0.257 -1.405 -4.216
H 1.621 -0.403 -0.506
H 1.362 -0.751 1.096
C 1.863 2.415 5.554
C 1.651 2.233 4.030
C 2.994 2.135 3.330
O 3.711 3.346 3.417
C 4.975 3.168 2.756
N 0.906 1.015 3.686
H 2.358 3.341 5.857
H 2.465 1.630 5.941
H 0.901 2.309 6.108
H 1.203 3.112 3.610
H 2.784 1.948 2.274
H 3.491 1.223 3.670
H 5.475 2.310 3.176
H 5.498 4.125 2.820
H 4.773 2.865 1.697
H 0.856 0.895 2.651
H 1.245 0.161 4.069
C 0.459 4.711 -3.733
C -0.442 3.507 -3.908
C -1.573 3.547 -2.969
O -1.079 3.613 -1.576
C -2.146 3.701 -0.712
N -0.986 3.329 -5.229
H 0.826 4.683 -2.700
H -0.171 5.633 -3.870
H 1.265 4.629 -4.444
H 0.138 2.641 -3.537
H -2.148 2.613 -3.112
H -2.230 4.391 -3.147
H -2.724 2.778 -0.776
H -2.803 4.511 -0.971
H -1.814 3.866 0.334
H -1.638 2.528 -5.314
H -0.275 3.286 -5.974

Entry iii
187
Properties=species:S:1:pos:R:3 method="wB97M-V/def2-TZVPD" smiles=COC[C@H](C)N.COC[C@H](C)N.COC[C@H](C)N.COC[C@H](C)N.COC[C@H](C)N.COC[C@H](C)N.COC[C@H](C)N.COC[C@H](C)N.COC[C@H](C)N.COC[C@H](C)N.COC[C@H](C)N orbital_gap_ha=0.32792 homo_energy_ha=-0.3108
C 2.942 0.920 -6.401
C 2.251 2.250 -6.572
C 1.048 2.265 -7.569
O 1.647 2.151 -8.874
C 2.181 3.347 -9.328
N 1.777 2.714 -5.246
H 3.910 1.084 -5.928
H 3.079 0.538 -7.413
H 2.373 0.202 -5.810
H 2.954 3.023 -6.886
H 0.585 3.239 -7.401
H 0.309 1.501 -7.328
H 2.203 3.442 -10.414
H 3.188 3.545 -8.957
H 1.538 4.193 -9.073
H 2.603 2.747 -4.659
H 1.519 3.682 -5.388
C 3.567 -6.492 1.743
C 2.304 -5.650 1.832
C 1.856 -5.123 3.228
O 2.869 -4.257 3.835
C 2.733 -4.008 5.212
N 2.351 -4.478 0.924
H 4.497 -5.922 1.772
H 3.712 -6.981 0.779
H 3.602 -7.328 2.442
H 1.498 -6.261 1.421
H 1.491 -5.902 3.900
H 0.932 -4.547 3.143
H 2.011 -3.191 5.236
H 3.764 -3.660 5.284
H 2.391 -4.967 5.600
H 1.537 -3.934 1.179
H 3.191 -4.041 1.280
C -3.290 -5.418 -4.152
C -4.367 -4.410 -3.693
C -5.830 -4.957 -3.541
O -6.268 -5.568 -4.815
C -6.556 -4.750 -5.929
N -3.769 -3.991 -2.416
H -2.275 -5.036 -4.256
H -3.638 -5.870 -5.083
H -3.214 -6.267 -3.470
H -4.390 -3.528 -4.334
H -6.493 -4.136 -3.262
H -5.933 -5.608 -2.673
H -7.431 -4.158 -5.655
H -6.590 -5.339 -6.844
H -5.783 -3.999 -6.106
H -3.599 -4.895 -1.996
H -2.864 -3.637 -2.694
C -1.530 -1.527 0.015
C -0.038 -1.457 0.069
C 0.387 0.047 -0.255
O 0.018 0.353 -1.600
C 0.676 -0.325 -2.735
N 0.428 -1.852 1.381
H -1.813 -2.107 -0.865
H -2.084 -0.601 -0.139
H -1.866 -2.118 0.867
H 0.324 -2.199 -0.643
H 1.470 0.185 -0.301
H 0.055 0.802 0.458
H 1.761 -0.429 -2.702
H 0.598 0.152 -3.713
H 0.277 -1.304 -3.005
H -0.154 -1.604 2.168
H 1.314 -1.377 1.496
C 4.546 5.117 2.039
C 3.580 6.291 2.138
C 2.177 5.718 2.494
O 1.906 4.773 1.459
C 0.686 4.225 1.407
N 3.876 7.309 3.179
H 4.277 4.338 1.327
H 4.595 4.648 3.023
H 5.576 5.365 1.781
H 3.550 6.699 1.127
H 1.376 6.456 2.426
H 2.140 5.174 3.439
H -0.138 4.871 1.094
H 0.301 3.632 2.240
H 0.632 3.489 0.603
H 3.109 7.961 3.267
H 3.891 6.806 4.057
C 5.292 5.358 -2.327
C 5.766 3.938 -2.094
C 5.202 2.974 -3.213
O 3.790 2.929 -3.251
C 3.127 1.976 -2.392
N 7.220 3.974 -2.091
H 5.865 5.835 -3.122
H 5.478 5.984 -1.453
H 4.205 5.447 -2.373
H 5.337 3.598 -1.150
H 5.577 1.950 -3.163
H 5.489 3.355 -4.194
H 2.089 1.899 -2.716
H 2.986 2.132 -1.320
H 3.641 1.020 -2.497
H 7.547 4.466 -2.911
H 7.528 4.569 -1.334
C -2.440 1.758 4.411
C -1.835 0.524 3.739
C -0.537 0.002 4.426
O -0.831 -0.380 5.710
C 0.265 -0.831 6.469
N -2.842 -0.461 3.853
H -2.671 1.547 5.455
H -3.315 2.136 3.881
H -1.735 2.587 4.326
H -1.716 0.735 2.675
H 0.153 0.849 4.423
H -0.124 -0.736 3.737
H 0.171 -1.076 7.526
H 1.095 -0.120 6.516
H 0.849 -1.582 5.934
H -3.654 0.131 3.752
H -2.899 -0.955 4.732
C 0.239 -6.190 8.149
C -1.138 -5.458 7.987
C -1.649 -5.749 6.582
O -0.871 -5.288 5.469
C -1.151 -3.918 5.156
N -2.174 -5.847 8.982
H 0.971 -5.782 7.454
H -0.012 -7.241 8.003
H 0.681 -6.092 9.141
H -0.895 -4.409 8.162
H -2.679 -5.442 6.398
H -1.638 -6.824 6.395
H -2.064 -3.891 4.559
H -0.422 -3.429 4.510
H -1.291 -3.280 6.029
H -2.303 -6.848 8.932
H -1.755 -5.621 9.874
C -1.681 3.148 -2.951
C -2.536 2.861 -4.198
C -3.784 3.817 -4.042
O -4.418 3.698 -2.771
C -5.490 4.591 -2.583
N -1.778 3.171 -5.371
H -0.655 2.859 -3.182
H -1.913 2.483 -2.118
H -1.637 4.150 -2.524
H -2.832 1.823 -4.347
H -4.474 3.361 -4.755
H -3.588 4.867 -4.264
H -6.302 4.389 -3.284
H -5.093 5.607 -2.574
H -5.854 4.364 -1.581
H -1.653 4.150 -5.584
H -0.962 2.578 -5.398
C 3.411 1.252 3.835
C 3.848 0.680 2.463
C 5.310 0.330 2.456
O 5.813 -0.238 1.276
C 5.580 0.588 0.112
N 3.035 -0.529 2.243
H 3.669 2.307 3.927
H 3.581 0.658 4.733
H 2.324 1.327 3.780
H 3.561 1.371 1.670
H 5.470 -0.402 3.249
H 6.025 1.133 2.652
H 6.044 1.545 0.356
H 4.534 0.789 -0.116
H 6.077 0.158 -0.757
H 2.944 -0.929 3.169
H 3.723 -1.161 1.848
C -5.348 -1.093 -0.877
C -5.451 0.367 -0.684
C -6.545 1.109 -1.436
O -7.648 0.230 -1.613
C -8.650 0.712 -2.535
N -5.464 0.634 0.738
H -4.500 -1.420 -0.276
H -5.163 -1.402 -1.906
H -6.266 -1.583 -0.552
H -4.497 0.846 -0.911
H -6.123 1.395 -2.402
H -6.710 2.076 -0.956
H -9.676 0.406 -2.330
H -8.393 0.229 -3.479
H -8.556 1.795 -2.621
H -4.860 0.151 1.388
H -6.398 0.482 1.097

The data favor entry i; the next most stable structure lies 0.0181 hartree above it.